Record 1
Here is a 2-piece molecular cluster, C3H9N2S overall in a non-equilibrium geometry from OMol25. Energies are from ωB97M-V/def2-TZVPD.

The value obtained for the HOMO energy is -2.950 eV. Its HOMO-LUMO gap is 7.1 eV. Its charge is -1. The value obtained for the energy above the lowest of the compared OMol25 structures with the same formula, charge and spin is 1.6 kcal per mole.

CARTESIAN COORDINATES (ANGSTROEM)
H -0.384 -0.110 1.614
H 0.006 0.511 -1.502
C 1.653 0.294 1.519
H -0.316 -0.958 -2.544
S -1.068 -1.520 0.306
H -2.378 0.260 -0.713
H 0.336 1.233 2.667
N 2.671 0.946 1.990
N 0.415 0.496 1.986
H -1.206 0.549 -2.819
H -2.486 -1.248 -1.610
C -1.792 -0.592 -1.072
H 3.517 0.642 1.518
H 1.759 -0.425 0.709
C -0.728 -0.077 -2.050

Mulliken atomic charge list, values in e, 5 entries: 0.023 0.218 0.278 0.247 -0.695

***

Record 2
Here is a 2-piece molecular cluster, C2H7S2 overall from OMol25. Energies are from ωB97M-V/def2-TZVPD.

The value obtained for the HOMO energy is -3.085 eV. Its HOMO-LUMO gap is 6.8 eV. Its charge is -1. The value obtained for the energy above the lowest of the compared OMol25 structures with the same formula, charge and spin is 0.4 kcal per mole.

CARTESIAN COORDINATES (ANGSTROEM)
H 2.551 -0.419 -0.742
H -0.465 0.809 0.015
H -2.304 -0.738 0.819
H 1.680 -2.598 0.004
C 1.479 -0.495 -0.543
H 1.678 -1.498 1.375
S 0.953 1.113 0.131
C 1.236 -1.676 0.390
S -2.390 0.187 -0.125
H 0.954 -0.666 -1.483
H 0.168 -1.796 0.546

Mulliken atomic charge list, values in e, 5 entries: 0.297 0.066 -0.021 0.301 -0.477

***

Record 3
Here is C31H57BClN4O16V as an isolated structure in a non-equilibrium geometry from OMol25. Energies are from ωB97M-V/def2-TZVPD.

The value obtained for the HOMO energy is -0.723 eV. Its HOMO-LUMO gap is 4.6 eV. Its charge is -2.

CARTESIAN COORDINATES (ANGSTROEM)
O -4.214 -2.662 -1.398
C 3.471 -2.177 2.121
H -0.757 1.748 0.694
C 1.843 1.357 2.494
H 0.666 5.844 -0.560
C -4.991 0.958 -1.066
H 3.517 -1.629 0.041
H 2.773 -2.975 1.872
C 3.374 -1.088 0.977
C -2.039 -1.579 0.429
C -3.527 -1.231 0.337
H -5.550 0.371 -3.518
C -4.350 -2.200 1.310
H -4.095 -0.377 -3.389
O 3.434 -5.975 -5.956
H -0.439 4.650 -1.330
H -0.457 0.801 1.142
H 1.278 -0.340 4.748
C -4.958 0.960 0.482
O 1.567 -2.437 -3.823
N -0.081 -3.286 -1.635
O 0.480 -2.244 -1.258
H 3.879 2.311 -1.794
C -0.760 2.630 0.054
C 3.375 3.838 1.297
H 1.206 1.899 3.194
H -0.973 2.163 -0.908
H -7.222 -0.973 -0.084
H -2.721 0.931 0.862
C 2.935 -3.014 4.340
H -5.655 1.644 -1.592
H 4.870 -1.398 4.274
C 3.487 4.872 -0.962
H 1.695 1.763 -1.673
C 4.066 -0.749 3.928
C -0.509 -2.292 -4.742
O 1.063 -4.927 -3.586
H -3.989 1.242 -1.387
H -4.166 -3.273 1.261
C 1.900 -5.904 -4.114
H 4.222 -0.430 1.166
C 1.346 0.000 2.222
C 2.201 4.533 1.968
H 3.559 2.944 1.894
O 1.913 -7.009 -3.594
C 2.912 -1.662 3.468
H -7.555 -0.585 -1.613
H 2.462 -2.965 5.321
H -4.828 -3.027 -0.757
H -5.413 -1.978 1.229
H 3.946 -3.306 4.625
C -5.337 -0.522 -1.525
C 0.435 3.674 0.164
H 2.500 -3.815 3.742
H -1.884 -2.622 0.154
H 2.784 1.204 3.022
C 0.554 -1.581 -3.906
O 0.379 -0.608 -3.373
H 0.910 2.748 2.061
H 4.350 0.045 3.237
C 3.063 3.610 -0.293
O 0.767 -1.028 4.315
H -0.602 0.711 2.877
O -1.227 -3.235 -1.976
C 2.658 -5.319 -5.280
C -0.206 0.187 2.008
C 0.004 4.994 -0.396
H 3.565 1.581 -0.213
O 0.814 0.435 -2.422
O 2.327 -4.034 -5.522
H 3.757 5.685 -0.288
H -1.743 2.924 0.421
H 4.952 2.616 -0.226
H -0.944 5.281 0.059
C -3.609 0.305 0.953
H 2.362 4.368 3.034
H -3.554 0.266 2.041
C -6.780 -1.125 -1.069
H 4.401 -2.716 2.301
H -1.504 -1.256 1.322
H -5.703 0.283 0.899
H -1.661 -1.002 -0.415
V -0.123 -0.711 -1.848
H -0.754 -0.750 2.102
O 0.018 -3.379 -5.174
H -5.175 1.970 0.829
H -4.184 -1.914 2.349
B 1.285 -3.700 -4.514
H 2.066 0.332 0.161
C 3.994 2.446 -0.718
N 1.575 -1.104 3.217
O -0.124 -0.409 -0.283
C -5.115 -0.495 -3.020
N -4.194 -1.339 -1.001
C 0.914 3.756 1.647
H 1.988 5.575 1.727
Cl -1.882 -0.647 -2.642
H -6.915 -2.198 -1.213
H 4.293 4.773 -1.689
C 2.033 -0.525 0.833
H 4.215 4.448 1.631
H 2.668 5.330 -1.516
N 1.601 3.075 -0.522
O 0.396 -4.397 -1.645
O -1.665 -2.057 -4.905
H 0.088 4.275 2.135
H 3.776 -0.214 4.833
H 1.919 1.943 1.578
O 1.424 2.674 -1.806
H -5.557 -1.331 -3.563
H 1.419 -1.247 0.295

Mulliken atomic charge list, values in e, 5 entries: -0.513 -1.604 -0.518 -1.174 0.296

***

Record 4
Here is a 3-piece molecular cluster, C6H12Cl6 overall in a non-equilibrium geometry from OMol25. Energies are from ωB97M-V/def2-TZVPD.

The value obtained for the HOMO energy (spin up / spin down) is -13.139 / -13.135 eV. Its HOMO-LUMO gap (spin up / spin down) is 10.5 / 2.4 eV. Its charge is +1. The value obtained for the energy above the lowest of the compared OMol25 structures with the same formula, charge and spin is 10.1 kcal per mole. The spin multiplicity is 2.

CARTESIAN COORDINATES (ANGSTROEM)
Cl 20.222 -12.640 0.445
H 23.137 -21.837 3.345
H 21.087 -13.585 2.429
Cl 23.756 -13.027 2.916
H 25.604 -18.708 0.293
H 21.627 -20.319 1.900
C 22.234 -21.134 1.506
C 22.814 -12.732 1.388
H 22.954 -13.497 0.625
H 23.114 -11.753 1.014
C 23.454 -21.471 2.368
C 25.154 -17.968 -0.369
C 21.329 -12.713 1.821
H 24.080 -22.283 1.998
Cl 24.451 -20.030 2.718
H 21.050 -11.805 2.356
Cl 21.205 -22.560 1.140
Cl 23.765 -15.609 -0.317
H 24.948 -16.747 1.309
H 25.971 -17.519 -0.934
C 24.268 -17.120 0.542
H 23.479 -17.641 1.085
Cl 24.180 -18.955 -1.519
H 22.545 -20.833 0.506

Mulliken atomic charge list, values in e, 5 entries: -0.028 0.332 0.350 -0.057 0.257

***

Record 5
Here is C37H27BrN7O8Re as an isolated structure from OMol25. Energies are from ωB97M-V/def2-TZVPD.

The value obtained for the HOMO energy (spin up / spin down) is -10.658 / -10.652 eV. Its HOMO-LUMO gap (spin up / spin down) is 7.4 / 6.5 eV. Its charge is +1. The value obtained for the energy above the lowest of the compared OMol25 structures with the same formula, charge and spin is 3.7 kcal per mole. The spin multiplicity is 4.

CARTESIAN COORDINATES (ANGSTROEM)
C -2.299 -1.754 0.824
H 5.214 5.976 0.716
C 1.200 -2.808 0.132
H 4.794 2.250 -1.378
C 2.634 -0.156 -5.158
C 2.790 3.625 0.980
O -1.619 3.045 3.502
Re -0.335 0.399 0.081
H -1.129 -0.785 -5.345
H -0.616 5.353 -1.056
H 0.252 -0.923 -7.406
C 2.122 -3.812 -0.134
H -5.237 -2.994 -0.228
H 2.652 -5.350 -1.536
H 1.898 3.412 1.551
C 0.524 -0.307 -4.083
C 0.195 0.834 2.807
C -0.343 -0.239 -2.867
C -0.472 2.830 4.180
C 3.263 2.719 0.035
H 2.706 -0.501 -7.263
O -0.762 1.101 1.932
C 1.592 1.662 4.663
C 1.344 -1.977 1.323
H -5.197 -0.841 -1.439
H 0.283 3.225 -0.209
C -0.018 -3.289 -1.734
C 3.502 4.788 1.213
N 0.717 -0.866 1.473
H 2.367 0.152 -3.050
N 0.142 -2.555 -0.643
C 0.864 -4.301 -2.099
N 0.954 -0.213 2.676
O 0.310 0.056 -1.772
C 1.872 2.548 5.675
C -4.382 -1.130 -0.790
H 2.782 2.451 6.248
H -4.243 1.087 -1.758
N -2.236 -0.594 0.116
O 1.324 1.424 0.328
H 2.955 -3.982 0.533
H -4.201 3.241 -2.097
O 4.570 0.276 -3.989
O 4.712 0.037 -6.125
H -3.340 -3.528 1.341
H -0.886 -3.063 -2.342
C -4.402 -2.317 -0.112
C 1.893 -0.078 -3.994
C -0.186 3.719 5.216
C -1.209 4.454 -1.121
H 1.182 4.279 6.746
Br 2.857 6.010 2.506
C 4.671 5.062 0.521
C -2.488 4.449 -1.678
C 5.137 4.148 -0.415
N -1.378 2.099 -0.693
C -0.063 -0.612 -5.308
H 6.051 4.356 -0.952
H -2.925 5.356 -2.070
C 2.532 1.444 -0.239
N 4.088 0.097 -5.087
H -0.888 4.515 5.415
O 2.992 0.520 -0.861
C -3.347 -2.626 0.751
H -1.454 -1.952 1.461
H 0.690 -4.867 -3.003
O -1.545 -0.443 -2.906
C -3.196 3.278 -1.702
N -3.414 0.984 -1.196
C -0.702 3.278 -0.646
C -3.297 -0.256 -0.623
C -2.622 2.106 -1.185
H 2.009 -2.285 2.124
C 0.710 -0.688 -6.456
H 2.276 0.860 4.425
C 0.971 3.577 5.951
C 1.951 -4.568 -1.284
C 4.442 2.975 -0.658
C 2.075 -0.456 -6.388
C 0.420 1.779 3.900
H -1.663 2.406 2.772

Mulliken atomic charge list, values in e, 5 entries: -0.336 0.422 0.921 0.570 -0.112

***

Record 6
Here is a 2-piece molecular cluster, C13H29N3P overall in a non-equilibrium geometry from OMol25. Energies are from ωB97M-V/def2-TZVPD.

The value obtained for the HOMO energy is -10.374 eV. Its HOMO-LUMO gap is 5.8 eV. Its charge is +1.

CARTESIAN COORDINATES (ANGSTROEM)
H 0.933 -1.040 3.027
H 1.582 0.761 4.077
N 0.082 0.419 1.776
C -2.641 -2.686 0.117
H -2.802 -0.467 -1.416
C 0.064 -1.807 1.136
H 0.683 2.396 -1.878
C 0.441 -0.857 2.073
H -2.283 -3.346 0.917
H 4.049 0.939 -2.590
H -0.856 0.109 4.389
C 1.262 1.614 3.472
H -1.343 -3.701 -2.078
C 3.161 0.317 -2.845
H 3.309 -0.084 -3.857
H -3.280 -3.282 -0.532
H -0.474 3.485 2.928
C -1.524 -2.079 -0.734
C -0.497 2.720 2.147
H 3.070 -0.509 -2.111
C -0.717 -3.203 -1.354
H -1.169 1.827 4.590
C -0.083 1.438 2.792
H 0.363 1.375 -4.239
H -0.353 -3.948 -0.643
H 2.036 1.833 2.735
H 1.964 0.850 -4.912
C 1.308 1.512 -1.653
P -1.006 0.387 0.404
H 1.197 2.479 4.114
H -1.520 2.683 1.753
H 0.198 -2.872 1.183
N 1.875 0.991 -2.884
C 1.456 1.502 -4.171
H 2.079 1.576 -0.904
H 0.562 1.014 -1.086
H 0.133 -2.803 -1.907
H 0.223 3.032 1.391
C -1.112 1.029 3.852
H -1.329 -0.776 -2.427
H 1.730 2.553 -4.416
H -2.104 0.926 3.428
C -2.107 -1.220 -1.809
N -0.611 -1.286 0.057
H -2.680 -1.886 -2.466
H -3.271 -1.919 0.554

Mulliken atomic charge list, values in e, 5 entries: 0.422 0.394 0.561 -1.611 0.452

***

Record 7
Here is a 2-piece molecular cluster, C2H8N2P overall in a non-equilibrium geometry from OMol25. Energies are from ωB97M-V/def2-TZVPD.

The value obtained for the HOMO energy (spin up / spin down) is -12.159 / -14.334 eV. Its HOMO-LUMO gap (spin up / spin down) is 8.5 / 6.6 eV. Its charge is +1. The value obtained for the energy above the lowest of the compared OMol25 structures with the same formula, charge and spin is 12.1 kcal per mole. The spin multiplicity is 3.

CARTESIAN COORDINATES (ANGSTROEM)
H 2.003 -1.111 1.474
H -2.815 -0.673 1.457
N -0.042 0.947 -1.264
N 0.321 -0.628 0.399
H -3.009 -1.570 -0.381
H -0.013 -1.449 0.905
H -0.596 1.631 -1.654
H 0.978 1.157 -1.353
H 2.085 0.277 0.434
C 1.782 -0.785 0.439
H 2.193 -1.356 -0.466
C -0.465 0.100 -0.362
P -3.216 -0.276 0.092

Mulliken atomic charge list, values in e, 5 entries: 0.363 0.089 -0.312 -0.171 0.100

***

Record 8
Here is a 2-piece molecular cluster, F2H2N2 overall in a non-equilibrium geometry from OMol25. Energies are from ωB97M-V/def2-TZVPD.

The value obtained for the HOMO energy is -10.354 eV. Its HOMO-LUMO gap is 10.1 eV. The value obtained for the energy above the lowest of the compared OMol25 structures with the same formula, charge and spin is 85.0 kcal per mole.

CARTESIAN COORDINATES (ANGSTROEM)
N 0.907 -0.572 0.291
H -0.614 0.259 -1.275
F 1.503 0.569 -0.182
F -1.583 0.409 0.389
N -0.891 -0.343 -0.493
H 0.679 -0.322 1.269

Mulliken atomic charge list, values in e, 5 entries: -0.135 0.275 -0.151 -0.128 -0.135